(1)
Formula: C36H29F11N8RuS
Source: the OMol25 dataset
Level of theory: ωB97M-V with the def2-TZVPD basis set

Structure (XYZ):
```
86
C36H29F11N8RuS, DFT ωB97M-V with the def2-TZVPD basis set
Ru -1.09 -0.07 0.01
C 2.85 -0.08 0.65
N 1.56 -0.10 1.34
C 1.41 -1.33 2.11
C -0.01 -1.49 2.63
N -1.02 -1.47 1.59
C -1.79 -2.60 1.48
C -1.31 -3.92 1.46
F 0.00 -4.17 1.68
C -2.12 -5.00 1.20
F -1.60 -6.24 1.12
C -3.48 -4.83 1.02
F -4.27 -5.89 0.77
C -4.03 -3.56 1.17
F -5.36 -3.42 1.13
C -3.20 -2.49 1.42
F -3.75 -1.33 1.77
C 1.40 1.09 2.17
C 0.40 2.05 1.54
N -0.91 1.47 1.36
C -1.88 1.72 2.29
C -3.26 1.70 1.94
F -3.59 1.49 0.67
C -4.29 1.95 2.82
F -5.55 1.96 2.40
C -4.01 2.26 4.14
F -5.00 2.53 5.01
C -2.70 2.32 4.53
F -2.40 2.62 5.81
C -1.67 2.07 3.64
F -0.41 2.13 4.15
H 3.68 -0.19 1.36
H 2.91 -0.89 -0.08
H 2.96 0.86 0.12
H 1.65 -2.18 1.47
H 2.10 -1.35 2.97
H -0.06 -2.42 3.20
H -0.23 -0.68 3.34
H 1.04 0.82 3.16
H 2.36 1.60 2.31
H 0.35 2.96 2.14
H 0.78 2.33 0.54
S -1.14 1.50 -1.76
C -1.57 0.32 -3.00
N -2.04 0.81 -4.13
N -2.69 -0.04 -4.93
C -3.61 -1.02 -4.57
C -4.12 -1.84 -5.58
C -5.07 -2.80 -5.29
C -5.53 -2.96 -3.99
C -5.03 -2.14 -2.99
C -4.08 -1.17 -3.26
N -1.36 -0.98 -2.84
N -0.75 -1.36 -1.77
C -0.50 -2.72 -1.72
C -1.33 -3.67 -2.32
C -0.96 -5.00 -2.30
C 0.24 -5.40 -1.71
C 1.06 -4.46 -1.11
C 0.69 -3.13 -1.09
H -2.65 0.22 -5.90
H -3.76 -1.72 -6.60
H -5.45 -3.43 -6.08
H -6.28 -3.71 -3.76
H -5.39 -2.24 -1.97
H -3.72 -0.54 -2.46
H -2.25 -3.34 -2.77
H -1.61 -5.74 -2.75
H 0.53 -6.44 -1.72
H 1.99 -4.76 -0.65
H 1.30 -2.36 -0.64
F -2.91 -0.99 -0.67
N 1.90 0.25 -2.14
C 3.04 0.20 -2.91
C 4.00 1.21 -2.83
C 5.18 1.12 -3.54
C 5.43 0.02 -4.36
C 4.48 -0.99 -4.45
C 3.30 -0.90 -3.73
H 1.18 -0.42 -2.34
H 1.54 1.15 -1.86
H 3.81 2.07 -2.20
H 5.93 1.90 -3.46
H 6.36 -0.05 -4.91
H 4.66 -1.84 -5.09
H 2.55 -1.69 -3.80
```

Multiplicity: 2
Net charge: -1
HOMO level (alpha / beta), eV: -4.692 / -4.506
Frontier orbital gap (alpha / beta), eV: 5.82 / 5.59

***

(2)
Formula: C36H29F3N5O5
Source: the OMol25 dataset
Level of theory: ωB97M-V with the def2-TZVPD basis set

Structure (XYZ):
```
78
C36H29F3N5O5, DFT ωB97M-V with the def2-TZVPD basis set
N 0.55 0.39 3.13
N -0.49 -0.20 2.40
C -1.28 -1.20 3.13
C -1.15 -2.62 2.62
C -1.72 -3.55 3.67
F -2.08 -4.74 3.19
F -0.77 -3.73 4.60
F -2.80 -3.02 4.27
C -0.79 0.10 1.14
N -1.80 -0.48 0.47
C -1.78 0.07 -0.73
N -0.79 0.95 -0.86
N -0.13 1.00 0.34
C 0.99 1.89 0.54
C 2.32 1.12 0.53
C 2.84 0.57 -0.87
O 2.16 -0.18 0.35
H 1.48 0.10 2.85
H 0.46 1.38 3.22
H -0.91 -1.13 4.14
H -2.32 -0.90 3.14
H -1.69 -2.78 1.70
H -0.11 -2.92 2.49
H -2.48 -0.17 -1.52
H -0.57 1.51 -1.67
H 1.01 2.62 -0.26
H 0.93 2.41 1.48
H 3.09 1.51 1.18
H 2.05 1.17 -1.40
H 2.74 -0.24 -1.59
C 6.35 2.70 5.28
C 5.73 3.08 4.09
C 4.81 2.24 3.50
C 4.50 1.02 4.09
C 5.14 0.63 5.27
C 6.06 1.49 5.86
C 4.87 -0.69 5.91
O 5.42 -1.02 6.93
C 3.90 -1.60 5.23
C 3.67 -2.86 5.76
C 2.76 -3.72 5.15
C 2.09 -3.30 4.01
C 2.33 -2.05 3.48
C 3.24 -1.19 4.07
C 3.49 0.13 3.45
O 2.89 0.48 2.44
H 7.07 3.37 5.74
H 5.97 4.03 3.63
H 4.32 2.52 2.58
H 6.54 1.19 6.78
H 4.20 -3.17 6.65
H 2.58 -4.70 5.56
H 1.38 -3.95 3.51
H 1.81 -1.73 2.58
C -3.56 4.44 -6.84
C -3.59 4.35 -5.45
C -3.74 3.12 -4.84
C -3.87 1.97 -5.60
C -3.87 2.06 -7.00
C -3.70 3.29 -7.61
C -4.05 0.85 -7.85
O -4.04 0.93 -9.06
C -4.27 -0.46 -7.16
C -4.50 -1.59 -7.93
C -4.68 -2.82 -7.31
C -4.64 -2.92 -5.93
C -4.41 -1.79 -5.16
C -4.23 -0.55 -5.77
C -4.02 0.65 -4.92
O -3.97 0.57 -3.71
H -3.44 5.40 -7.32
H -3.50 5.25 -4.85
H -3.77 3.04 -3.76
H -3.69 3.35 -8.69
H -4.53 -1.50 -9.01
H -4.87 -3.70 -7.91
H -4.78 -3.88 -5.45
H -4.38 -1.86 -4.08
```

Net charge: +1
HOMO level, eV: -11.646
Frontier orbital gap, eV: 7.89

***

(3)
Formula: C36H30B3F18O36SnY
Source: the OMol25 dataset
Level of theory: ωB97M-V with the def2-TZVPD basis set

Structure (XYZ):
```
125
C36H30B3F18O36SnY, DFT ωB97M-V with the def2-TZVPD basis set
Y 4.45 1.58 -1.77
Sn -0.72 -6.66 2.51
O 4.90 -2.83 -4.39
C 4.12 -2.98 -3.47
O 3.47 -4.12 -3.05
B 2.69 -3.90 -1.82
O 2.94 -2.46 -1.49
C 3.72 -1.90 -2.44
O 3.99 -0.70 -2.51
O 3.11 -4.77 -0.69
C 2.05 -5.40 -0.14
O 2.00 -6.27 0.78
C 0.82 -4.95 -1.02
O 1.25 -4.24 -1.99
O -0.31 -5.35 -0.82
O -2.83 -1.54 2.25
C -1.88 -1.58 1.46
O -1.64 -0.61 0.60
B -0.45 -0.96 -0.25
O -0.05 -2.28 0.32
C -0.79 -2.68 1.28
O -0.71 -3.80 1.78
O -0.67 -1.08 -1.71
C 0.26 -0.38 -2.45
O 0.45 -0.39 -3.69
C 1.09 0.40 -1.31
O 0.66 0.01 -0.08
O 2.09 1.09 -1.63
O 1.38 -4.79 3.70
C 2.01 -3.69 3.59
O 2.77 -3.43 2.54
B 3.34 -2.11 2.65
O 2.78 -1.51 3.87
C 2.04 -2.45 4.47
O 1.41 -2.28 5.49
O 4.80 -2.08 2.72
C 5.30 -1.20 1.91
O 6.48 -0.77 1.93
C 4.13 -0.68 0.99
O 3.02 -1.27 1.45
O 4.21 0.22 0.12
C -2.81 -0.45 -4.40
C -2.08 0.73 -5.03
O -2.76 1.51 -6.01
C -3.72 2.48 -5.74
O -4.11 2.69 -4.62
C -4.06 3.39 -6.97
F -3.92 2.77 -8.17
F -5.30 3.83 -6.78
F -3.20 4.42 -6.96
H -2.13 -1.25 -4.10
H -3.51 -0.90 -5.10
H -3.19 -0.01 -3.49
H -1.20 0.40 -5.58
H -1.76 1.38 -4.22
C 0.90 1.60 3.76
C 1.52 1.85 2.37
O 2.25 3.08 2.36
C 3.07 3.45 1.34
O 3.38 2.73 0.38
C 3.51 4.91 1.43
F 3.58 5.39 2.69
F 4.69 5.03 0.82
F 2.61 5.67 0.82
H 0.22 2.42 4.01
H 1.62 1.44 4.56
H 0.27 0.71 3.66
H 0.89 1.85 1.48
H 2.19 1.02 2.17
C -1.67 -1.35 6.10
C -1.98 -2.69 5.40
O -2.67 -3.61 6.27
C -2.82 -4.82 5.83
O -2.37 -5.37 4.81
C -3.85 -5.59 6.74
F -4.84 -6.09 6.02
F -3.24 -6.64 7.32
F -4.32 -4.79 7.73
H -2.57 -0.94 6.56
H -1.17 -0.53 5.59
H -1.02 -1.54 6.95
H -1.01 -3.04 5.05
H -2.38 -2.64 4.39
C 4.41 -0.88 -7.10
C 4.27 0.09 -5.92
O 3.13 0.94 -6.01
C 2.85 1.78 -4.98
O 3.45 1.77 -3.92
C 1.66 2.72 -5.24
F 1.00 2.35 -6.30
F 0.92 2.67 -4.11
F 2.12 3.95 -5.44
H 5.34 -1.44 -7.02
H 4.25 -0.48 -8.10
H 3.61 -1.62 -6.98
H 5.17 0.71 -6.03
H 4.23 -0.41 -4.96
C 1.80 8.07 -3.04
C 2.14 6.63 -2.72
O 1.04 5.95 -2.18
C 1.07 4.69 -1.80
O 2.06 3.94 -1.83
C -0.23 4.23 -1.15
F -0.96 5.23 -0.66
F -1.00 3.59 -2.02
F 0.07 3.42 -0.19
H 1.10 7.98 -3.87
H 2.68 8.64 -3.35
H 1.46 8.63 -2.16
H 2.94 6.53 -1.98
H 2.57 6.14 -3.59
C -6.20 0.86 3.52
C -5.82 -0.60 3.37
O -6.08 -1.29 4.59
C -7.18 -2.04 4.89
O -8.07 -2.27 4.09
C -7.13 -2.47 6.37
F -6.02 -2.04 6.93
F -8.21 -2.07 7.06
F -7.04 -3.81 6.35
H -6.00 1.44 2.62
H -5.67 1.40 4.30
H -7.25 0.99 3.77
H -4.76 -0.61 3.14
H -6.41 -1.08 2.59
```

Net charge: +2
HOMO level, eV: -13.734
Frontier orbital gap, eV: 5.24

***

(4)
Formula: C36H30BIrN9OPSe
Source: the OMol25 dataset
Level of theory: ωB97M-V with the def2-TZVPD basis set

Structure (XYZ):
```
80
C36H30BIrN9OPSe, DFT ωB97M-V with the def2-TZVPD basis set
Ir 0.22 0.08 -1.07
C 0.86 2.87 -4.25
C 0.25 1.72 -3.77
N 0.12 1.78 -2.44
N 0.63 2.98 -2.06
C 1.10 3.63 -3.13
B 0.69 3.22 -0.54
N -0.63 2.69 0.06
C -1.64 3.43 0.54
C -2.69 2.59 0.85
C -2.23 1.32 0.52
N -0.99 1.39 0.05
N 1.88 2.38 -0.03
C 3.10 2.79 0.33
C 3.85 1.68 0.68
C 3.00 0.61 0.48
N 1.81 1.03 0.06
N 0.87 4.65 -0.08
C 0.90 5.86 -0.71
C 1.17 6.81 0.22
C 1.28 6.10 1.43
N 1.09 4.81 1.25
H 1.10 3.11 -5.27
H -0.09 0.85 -4.30
H 1.59 4.59 -3.03
H -1.57 4.50 0.62
H -3.65 2.86 1.25
H -2.74 0.37 0.59
H 3.37 3.83 0.31
H 4.87 1.67 1.03
H 3.19 -0.45 0.62
H 0.72 5.95 -1.77
H 1.26 7.88 0.07
H 1.50 6.47 2.42
O 2.21 -0.08 -2.75
C 1.89 -0.89 -1.96
C 2.46 -2.13 -1.41
C 3.58 -2.72 -1.98
C 3.95 -3.99 -1.57
C 3.22 -4.64 -0.58
C 2.14 -4.01 0.03
C 1.77 -2.74 -0.38
P 0.35 -1.80 0.29
C -0.89 -3.10 0.41
C -1.51 -3.45 1.61
C -2.38 -4.53 1.64
C -2.64 -5.26 0.49
C -2.05 -4.89 -0.72
C -1.19 -3.81 -0.76
C 0.74 -1.34 1.99
C -0.18 -0.56 2.68
C 0.09 -0.12 3.96
C 1.29 -0.46 4.57
C 2.22 -1.23 3.89
C 1.95 -1.67 2.60
H 4.12 -2.19 -2.75
H 4.81 -4.47 -2.01
H 3.49 -5.64 -0.28
H 1.59 -4.50 0.83
H -1.30 -2.90 2.52
H -2.87 -4.80 2.57
H -3.28 -6.12 0.53
H -2.26 -5.44 -1.62
H -0.72 -3.52 -1.69
H -1.12 -0.29 2.20
H -0.63 0.49 4.49
H 1.51 -0.13 5.58
H 3.16 -1.49 4.36
H 2.68 -2.27 2.07
Se -1.92 -0.66 -2.32
C -3.57 -0.78 -1.35
C -3.81 -1.67 -0.31
C -5.08 -1.72 0.24
N -6.10 -0.97 -0.18
C -5.85 -0.10 -1.15
C -4.61 0.04 -1.76
H -3.04 -2.32 0.05
H -5.30 -2.42 1.04
H -6.69 0.51 -1.47
H -4.47 0.76 -2.55
```

Multiplicity: 2
Net charge: +1
HOMO level (alpha / beta), eV: -10.385 / -10.285
Frontier orbital gap (alpha / beta), eV: 6.81 / 5.24

***

(5)
Formula: C36H30N6O12
Source: the OMol25 dataset
Level of theory: ωB97M-V with the def2-TZVPD basis set

Structure (XYZ):
```
84
C36H30N6O12, DFT ωB97M-V with the def2-TZVPD basis set
C -1.55 -2.05 11.34
C -0.29 -1.71 10.79
C -0.09 -1.77 9.42
C -1.20 -1.96 8.54
C -2.46 -2.29 9.06
C -2.61 -2.40 10.48
N -0.96 -1.84 7.07
O -1.93 -1.95 6.36
O 0.21 -1.58 6.63
H -1.81 -1.96 12.38
H 0.50 -1.23 11.35
H 0.87 -1.41 9.10
H -3.19 -2.75 8.42
H -3.57 -2.75 10.82
C 6.26 0.37 1.37
C 7.57 0.22 0.87
C 7.75 -0.44 -0.34
C 6.65 -0.86 -1.15
C 5.38 -0.79 -0.65
C 5.19 -0.12 0.60
N 6.87 -1.41 -2.47
O 5.95 -1.83 -3.15
O 7.96 -1.40 -2.90
H 6.06 0.98 2.24
H 8.43 0.63 1.37
H 8.77 -0.56 -0.66
H 4.53 -1.18 -1.18
H 4.18 -0.03 0.96
C -7.04 2.69 -4.04
C -5.86 2.20 -4.63
C -4.81 2.04 -3.85
C -4.76 2.45 -2.51
C -5.98 2.83 -1.94
C -7.10 2.97 -2.73
N -3.51 2.36 -1.62
O -3.57 2.72 -0.45
O -2.53 1.86 -2.10
H -7.87 2.89 -4.70
H -5.94 1.99 -5.69
H -3.99 1.50 -4.31
H -6.00 3.21 -0.93
H -7.90 3.37 -2.12
C 0.86 2.91 -3.75
C 0.42 4.09 -4.31
C 1.30 5.14 -4.39
C 2.63 4.98 -4.00
C 3.07 3.78 -3.56
C 2.19 2.70 -3.41
N 3.56 6.12 -4.11
O 4.62 6.01 -3.46
O 3.26 7.15 -4.72
H 0.14 2.14 -3.54
H -0.63 4.16 -4.56
H 0.93 6.05 -4.85
H 4.13 3.59 -3.42
H 2.55 1.80 -2.95
C -1.25 -0.04 2.78
C -1.73 0.49 1.57
C -0.92 0.33 0.40
C 0.30 -0.26 0.46
C 0.72 -0.86 1.65
C -0.11 -0.86 2.76
N 1.20 -0.28 -0.75
O 2.27 -0.77 -0.63
O 0.87 0.34 -1.81
H -1.80 0.10 3.70
H -2.65 1.06 1.57
H -1.28 0.81 -0.49
H 1.65 -1.41 1.65
H 0.16 -1.41 3.65
C -2.16 -3.05 -1.88
C -1.03 -2.80 -2.65
C -0.62 -3.61 -3.67
C -1.40 -4.74 -3.96
C -2.60 -5.00 -3.27
C -2.92 -4.21 -2.17
N -1.02 -5.59 -5.04
O -1.72 -6.56 -5.26
O 0.00 -5.32 -5.68
H -2.43 -2.32 -1.13
H -0.50 -1.86 -2.55
H 0.26 -3.41 -4.26
H -3.14 -5.92 -3.43
H -3.77 -4.44 -1.55
```

Multiplicity: 2
Net charge: -1
HOMO level (alpha / beta), eV: -1.610 / -5.829
Frontier orbital gap (alpha / beta), eV: 1.75 / 5.96

***

Results for strongest force on any atom: 2.5; 4.2; 5.6; 1.9; 7.2 (in eV/A, following the order of the records).